Computed, not measured: a 12-piece molecular cluster, H23O12 overall in a non-equilibrium geometry, with ωB97M-V/def2-TZVPD.

Structure (XYZ):
```
35
Properties=species:S:1:pos:R:3:nbo_charge:R:1
O -0.799 -1.480 -4.292 -0.97
H -0.079 -3.268 1.373 0.43
H -0.160 1.639 0.603 0.51
O 1.652 -1.240 3.260 -0.96
H 1.086 -1.970 3.112 0.49
H 2.614 -1.614 3.159 0.46
O -1.153 1.583 4.221 -0.95
H -0.938 0.651 4.321 0.48
O -0.094 2.265 1.420 -0.98
H -1.189 4.351 1.206 0.49
H -0.733 1.947 2.012 0.48
O -0.561 -2.696 1.808 -1.04
H -2.051 -3.634 -2.822 0.46
H -1.968 -1.188 0.337 0.43
O 2.460 -0.445 -3.896 -0.97
H -1.234 0.477 -2.423 0.46
H -0.248 1.930 4.073 0.47
O -0.539 4.774 0.690 -0.98
H -0.251 4.461 -0.154 0.49
H 2.019 -0.691 -3.057 0.47
O 1.858 -0.688 -1.273 -0.94
H 1.794 0.169 -1.968 0.46
H 0.921 -0.552 -1.050 0.50
O -2.708 -2.961 -2.700 -0.93
H -2.611 -3.185 -1.660 0.47
H -0.265 -1.120 -3.579 0.49
O -0.525 0.227 -1.962 -1.07
H -1.676 -1.320 -3.964 0.47
H 1.754 3.072 2.948 0.44
O 2.274 2.675 2.397 -0.96
H -0.887 -0.233 -1.071 0.51
H 2.326 -1.184 -4.465 0.46
O -1.113 -0.898 0.266 -1.20
H 1.679 2.003 1.897 0.50
H -0.655 -1.858 1.230 0.50
```

For the molecular weight, the calculation gives 215.17 u. The HOMO energy is -0.2266 Eh. The frontier orbital gap comes out at 0.332 hartree. As for the LUMO energy: 2.880 eV. The net charge is -1. The calculation puts the relative energy (zero: lowest compared OMol25 entry of this formula, charge and spin) at 123.60 kcal/mol. The calculation puts the total energy at -916.6254 a.u. The multiplicity is 1.


Computed, not measured: one molecule with the formula C2H2N2OS in a non-equilibrium geometry, with ωB97M-V/def2-TZVPD.

Structure (XYZ):
```
8
Properties=species:S:1:pos:R:3:nbo_charge:R:1
S -2.021 -0.034 -0.047 -0.20
C -0.287 0.026 0.090 0.20
N 0.470 -1.138 0.141 -0.48
C 1.650 -0.684 -0.046 0.40
O 1.772 0.562 -0.034 -0.27
N 0.529 1.046 -0.093 -0.29
H 2.622 -1.170 -0.320 0.22
H 0.370 1.821 0.744 0.43
```

For the molecular weight, the calculation gives 102.12 u. The HOMO energy is -0.3095 Eh. The frontier orbital gap comes out at 0.301 hartree. As for the LUMO energy: -0.238 eV. Its SMILES is S=c1nco[nH]1. The calculation puts the relative energy (zero: lowest compared OMol25 entry of this formula, charge and spin) at 65.87 kcal/mol. The calculation puts the total energy at -660.2427 a.u. The multiplicity is 1.


Computed, not measured: an isolated ion of composition C5H6NO4 and charge -1 in a non-equilibrium geometry, with ωB97M-V/def2-TZVPD.

Structure (XYZ):
```
16
Properties=species:S:1:pos:R:3:nbo_charge:R:1
C -1.705 0.829 -0.052 -0.63
C -0.518 -0.003 0.449 -0.05
C -1.012 -1.372 0.933 -0.64
C 0.705 0.409 0.470 0.05
N 1.978 0.563 0.539 0.39
O 2.597 0.898 1.509 -0.53
O 2.691 0.496 -0.562 -0.47
C 1.608 0.069 -1.843 0.97
O 1.413 1.121 -2.389 -0.68
O 1.461 -1.111 -1.977 -0.68
H -1.608 1.875 0.311 0.21
H -1.703 0.787 -1.109 0.23
H -2.690 0.450 0.450 0.18
H -1.998 -1.250 1.581 0.19
H -0.147 -1.742 1.611 0.22
H -1.071 -2.018 0.079 0.22
```

For the molecular weight, the calculation gives 144.11 u. The HOMO energy is -0.1523 Eh. The frontier orbital gap comes out at 0.288 hartree. As for the LUMO energy: 3.704 eV. The net charge is -1. Its SMILES is CC(C)=C=[N+]([O-])OC(=O)[O-]. The calculation puts the relative energy (zero: lowest compared OMol25 entry of this formula, charge and spin) at 130.77 kcal/mol. The calculation puts the total energy at -549.7264 a.u. The multiplicity is 1.


Computed, not measured: a 2-piece molecular cluster, C5H13N overall in a non-equilibrium geometry, with ωB97M-V/def2-TZVPD.

Structure (XYZ):
```
19
Properties=species:S:1:pos:R:3:nbo_charge:R:1
C -2.651 -0.215 -0.313 -0.74
C -1.822 -1.216 0.308 0.14
C -1.597 -1.204 1.709 -0.03
H -2.381 -0.003 -1.349 0.29
H -3.705 -0.555 -0.314 0.34
H -2.741 0.718 0.236 0.27
H -1.437 -2.035 -0.297 0.25
H -1.035 -2.015 2.141 0.23
H -1.849 -0.316 2.263 0.22
C 2.560 0.336 0.519 -0.63
C 1.370 0.734 -0.366 -0.20
N 1.786 1.270 -1.629 -0.84
H 2.664 -0.741 0.637 0.21
H 3.468 0.755 0.090 0.24
H 2.480 0.766 1.515 0.21
H 0.673 -0.107 -0.539 0.14
H 0.713 1.401 0.225 0.15
H 1.109 1.132 -2.359 0.37
H 2.154 2.202 -1.517 0.38
```

For the molecular weight, the calculation gives 87.17 u. The HOMO energy (spin up / spin down) is -0.4433 / -0.4408 Eh. The frontier orbital gap (spin up / spin down) comes out at 0.238 / 0.104 hartree. As for the LUMO energy (spin up / spin down): -5.599 / -9.172 eV. The net charge is +1. The expectation value of S² is 0.75. The calculation puts the relative energy (zero: lowest compared OMol25 entry of this formula, charge and spin) at 57.45 kcal/mol. The calculation puts the total energy at -252.6615 a.u. The multiplicity is 2.


Computed, not measured: a 2-piece molecular cluster, C5H10O2 overall, with ωB97M-V/def2-TZVPD.

Structure (XYZ):
```
17
Properties=species:S:1:pos:R:3:nbo_charge:R:1
C 0.922 -1.445 0.009 -0.40
C -0.586 -1.314 0.315 -0.43
C -0.558 0.056 -0.361 0.22
C 0.899 -0.108 -0.775 -0.45
C -1.546 0.956 -0.947 -0.10
O -1.012 1.199 0.353 -0.52
H 1.648 -1.443 0.831 0.21
H 1.108 -2.330 -0.602 0.21
H -1.130 -2.069 -0.251 0.21
H -1.002 -1.286 1.329 0.23
H 1.518 0.712 -0.392 0.25
H 0.974 -0.253 -1.856 0.21
H -2.613 0.749 -1.013 0.19
H -1.159 1.632 -1.709 0.18
O 1.164 1.881 1.749 -0.95
H 1.053 0.967 2.007 0.46
H 0.322 2.097 1.311 0.49
```

For the molecular weight, the calculation gives 102.13 u. The HOMO energy is -0.3786 Eh. The frontier orbital gap comes out at 0.412 hartree. As for the LUMO energy: 0.897 eV. Its SMILES is C1CC2(C1)CO2.O. The calculation puts the relative energy (zero: lowest compared OMol25 entry of this formula, charge and spin) at 68.04 kcal/mol. The calculation puts the total energy at -346.9170 a.u. The multiplicity is 1.


Computed, not measured: one molecule with the formula C20H31N3OS, with ωB97M-V/def2-TZVPD.

Structure (XYZ):
```
56
Properties=species:S:1:pos:R:3:nbo_charge:R:1
C -0.966 -0.975 -2.854 -0.61
C -0.814 0.166 -1.855 -0.07
N 0.485 0.104 -1.236 -0.63
C 1.252 1.187 -1.000 0.32
S 0.861 2.704 -1.539 -0.29
N 2.393 1.032 -0.293 -0.61
C 2.993 -0.193 0.191 -0.04
C 3.948 0.137 1.338 -0.40
C 4.585 -1.137 1.887 -0.39
C 5.327 -1.884 0.783 -0.40
C 4.383 -2.212 -0.370 -0.40
C 3.749 -0.937 -0.919 -0.41
C -2.011 0.202 -0.860 -0.07
C -1.809 1.235 0.231 0.06
C -0.838 1.128 1.220 -0.25
C -0.691 2.116 2.179 -0.19
C -1.511 3.229 2.169 -0.21
C -2.483 3.347 1.193 -0.21
C -2.630 2.359 0.238 -0.22
N -2.431 -1.130 -0.428 -0.46
C -3.812 -1.164 0.026 -0.25
C -4.261 -2.623 0.128 -0.07
O -3.446 -3.358 1.010 -0.52
C -2.102 -3.289 0.604 -0.07
C -1.616 -1.838 0.539 -0.25
H -0.160 -0.940 -3.583 0.21
H -1.913 -0.884 -3.377 0.22
H -0.950 -1.935 -2.344 0.21
H -0.831 1.127 -2.383 0.26
H 0.802 -0.798 -0.918 0.39
H 2.960 1.865 -0.250 0.42
H 2.199 -0.843 0.585 0.18
H 3.402 0.658 2.127 0.22
H 4.730 0.805 0.969 0.20
H 5.274 -0.883 2.694 0.21
H 3.807 -1.782 2.303 0.20
H 5.758 -2.804 1.182 0.21
H 6.147 -1.264 0.413 0.20
H 4.927 -2.724 -1.165 0.21
H 3.598 -2.885 -0.015 0.19
H 4.527 -0.279 -1.313 0.20
H 3.070 -1.173 -1.741 0.21
H -2.849 0.552 -1.477 0.21
H -0.170 0.282 1.251 0.20
H 0.076 2.015 2.933 0.21
H -1.387 4.002 2.914 0.21
H -3.126 4.215 1.169 0.21
H -3.388 2.467 -0.525 0.20
H -4.444 -0.648 -0.699 0.20
H -3.930 -0.676 1.009 0.18
H -5.276 -2.688 0.521 0.19
H -4.225 -3.077 -0.874 0.16
H -1.529 -3.856 1.340 0.19
H -1.988 -3.754 -0.388 0.16
H -0.572 -1.832 0.225 0.18
H -1.696 -1.403 1.550 0.19
```

For the molecular weight, the calculation gives 361.55 u. The HOMO energy is -0.2864 Eh. The frontier orbital gap comes out at 0.303 hartree. As for the LUMO energy: 0.451 eV. Its SMILES is C[C@H](NC(=S)NC1CCCCC1)[C@H](c1ccccc1)N1CCOCC1. The calculation puts the relative energy (zero: lowest compared OMol25 entry of this formula, charge and spin) at 6.06 kcal/mol. The calculation puts the total energy at -1418.4073 a.u. The multiplicity is 1.